No. 1
A molecular structure, C39H45AsGeN3O2OsSi2 at a distorted geometry. Source: the Open Molecules 2025 dataset; level of theory: wB97M-V/def2-TZVPD.

```
! RIJCOSX wB97M-V def2-TZVPD def2/J DEFGRID3
* xyz 2 2
Os 0.9786 -1.1580 0.0431
As 2.4474 -2.7928 -0.7121
Ge -0.0093 -0.8280 -2.2378
Si 2.3276 -5.1609 -0.2423
Si 4.6524 -1.9213 -1.1226
O -6.5447 4.7708 2.4375
O -0.3399 -2.2519 1.0816
N -3.2904 1.5512 5.4150
N -2.8246 0.4647 5.1174
N 0.3294 0.2717 1.4339
C -2.4749 -1.5219 3.8889
C -1.8739 -2.2430 2.8875
C -2.4952 -0.0119 -0.8607
C 2.1581 -0.3807 -4.0341
C 0.1251 2.3622 2.5442
C 0.9729 2.3440 -1.7656
C 3.9006 -5.6905 0.5884
C -2.2599 -0.1364 4.0556
C 3.1541 0.3021 -4.7621
C -4.0657 2.3410 4.6003
C -5.2612 4.4335 4.4504
C -0.8671 1.8721 3.3577
C -1.6564 0.1816 -1.9537
C -4.5621 1.9440 3.3378
C -5.7411 4.0431 3.1899
C 1.4167 0.2432 -3.0559
C 0.8184 -5.3980 0.8165
C -3.6516 0.7424 -0.7154
C -4.4501 3.5745 5.1498
C -7.0222 6.0319 2.9281
C 3.4210 1.6107 -4.4830
C -1.2848 0.5343 3.2203
C 4.5121 -0.0618 -1.0738
C -0.3718 -2.4437 -3.2555
C 1.2764 3.6478 -1.4898
C 3.0034 3.6436 -3.1546
C 2.3107 4.3081 -2.1863
C 5.2446 -2.5952 -2.7496
C -0.6498 -0.2300 2.2414
C 5.6323 -2.5614 0.3311
C 1.6896 1.6133 -2.7491
C 2.1389 -5.8861 -1.9461
C -3.9858 1.6947 -1.6666
C -2.0055 1.1367 -2.9094
C -3.1646 1.8862 -2.7696
C -5.3852 2.7838 2.6499
C 2.7117 2.2919 -3.4633
C -0.9520 -1.6245 2.0328
C 0.7141 1.5275 1.5910
H -4.2999 0.5727 0.1357
H 3.7860 4.1445 -3.7108
H -1.0313 -3.0853 -2.6717
H 1.9559 -1.4156 -4.2885
H -7.5847 5.8929 3.8511
H 5.0926 -2.4628 1.2743
H 4.0872 -5.1390 1.5101
H 0.7002 4.1922 -0.7509
H 1.5091 1.8776 0.9454
H -4.8905 2.2782 -1.5585
H -3.1579 -2.0056 4.5747
H -3.4263 2.6183 -3.5217
H -5.8132 2.5070 1.6964
H -1.3045 2.5102 4.1126
H 0.5386 -2.9932 -3.4906
H 0.1417 1.8703 -1.2576
H -7.6754 6.4159 2.1528
H -1.3651 1.3124 -3.7671
H 4.6758 -2.1701 -3.5785
H 3.6996 0.2882 -0.4309
H -0.8805 -2.1786 -4.1831
H 1.2333 -5.5386 -2.4452
H -6.1911 6.7194 3.0850
H 5.9151 -3.6056 0.2009
H -5.5399 5.3827 4.8813
H 0.4699 3.3813 2.6402
H 3.6916 -0.2096 -5.5498
H 5.4405 0.3630 -0.6858
H 6.2943 -2.3281 -2.8934
H 3.8191 -6.7499 0.8451
H 4.7646 -5.5795 -0.0680
H -2.2741 -0.7830 -0.1297
H -4.0909 3.8288 6.1384
H 1.0506 -5.2294 1.8693
H 5.1705 -3.6824 -2.7979
H 2.0712 -6.9733 -1.8554
H 4.1803 2.1482 -5.0378
H 0.4564 -6.4238 0.7149
H 4.3474 0.3404 -2.0724
H 2.5353 5.3426 -1.9652
H 0.0129 -4.7227 0.5284
H 6.5529 -1.9791 0.4198
H 2.9957 -5.6616 -2.5838
H -2.0865 -3.2949 2.7566
H -4.3230 0.9702 2.9302
*
```

## Properties
E ... -6809.70131 a.u.
HOMO energy (alpha / beta) ... -12.52 / -12.55 eV
Energy above the lowest of the compared OMol25 structures with the same formula, charge and spin ... 8.92 kcal/mol



No. 2
A molecular structure, C39H45F4GdN7OSeSi2 at a distorted geometry. Source: the Open Molecules 2025 dataset; level of theory: wB97M-V/def2-TZVPD.

```
! RIJCOSX wB97M-V def2-TZVPD def2/J DEFGRID3
* xyz -1 8
Gd -1.9878 9.4995 17.6189
Se -0.7259 7.4244 16.4656
Si -2.0849 10.8909 21.2279
Si -4.4752 7.1688 16.7010
F -0.2008 12.7574 16.7229
F 0.1903 14.9767 17.9711
F -1.4155 15.1498 12.7824
F -0.8854 17.3854 14.0100
O 0.0240 10.0853 18.5048
N -2.2799 10.8110 15.6067
N -3.8041 8.0535 18.0989
N -0.2428 17.4745 19.4549
N -0.6626 12.1107 11.6390
N -2.6076 9.6824 20.0421
N 1.5642 9.5595 16.9693
N -1.2444 19.8555 16.1024
C 2.8105 9.5315 16.2527
C -0.9936 13.8659 14.7333
C -4.3070 15.0020 18.8621
C -4.7369 13.6700 16.6885
C -4.5808 7.3779 22.1489
C -3.3755 8.6437 20.4000
C -1.5383 12.3693 20.2188
C -3.9990 7.9992 15.0787
C -1.8833 11.6050 14.8464
C -1.0104 12.3367 12.7232
C -5.2207 6.5672 21.1679
C -5.1040 12.5095 14.4923
C -4.9181 13.8679 18.0716
C 3.1235 12.0241 16.7765
C -1.1321 15.0671 14.1033
C -1.2727 12.5938 14.0942
C -3.9226 5.3868 16.8545
C -7.1859 10.8247 18.8068
C 2.3056 10.7309 19.0091
C 3.4841 10.8670 15.8681
C -3.3949 11.5990 22.3370
C -1.0070 18.7670 16.4107
C -0.9273 16.2838 14.7679
C -0.4106 17.4831 18.3048
C -0.6011 16.3486 16.1450
C -6.3372 7.3010 16.7825
C -6.2124 11.7653 16.6837
C -3.6661 8.3438 21.7793
C -0.6751 17.5204 16.9419
C -5.3168 12.6421 15.9827
C -4.9001 6.7278 19.8319
C -4.0625 7.7945 19.3873
C -0.5974 13.8953 16.0860
C -5.7318 12.9401 18.7369
C -0.6772 10.0825 22.1495
C -0.3847 15.0721 16.7271
C 3.2931 11.6851 18.2715
C 1.2640 10.1188 18.1283
C -6.3500 11.8506 18.1082
H -2.1823 12.6420 19.3709
H -2.8195 5.4120 16.7414
H -8.2338 10.7990 18.3663
H -6.7288 6.4473 16.1624
H -4.3741 4.7862 16.0242
H 4.3292 11.3160 18.4526
H -6.7263 11.0234 16.1057
H 3.1967 11.1357 14.8400
H -1.0000 9.4674 23.0007
H -4.6478 8.8253 14.9066
H 2.8322 9.8874 19.4506
H -4.9322 15.9294 18.7513
H -6.6245 8.2533 16.2773
H -4.1721 7.2278 14.3058
H 3.7792 12.8706 16.4993
H -6.0417 12.8447 13.9307
H -4.1463 4.9262 17.8358
H -5.8874 13.1125 19.7988
H -4.1250 14.3486 16.0742
H 3.2750 12.6395 18.8173
H -3.2884 15.2737 18.5793
H 2.5831 8.9965 15.3103
H 3.5975 8.9362 16.7691
H -3.4422 11.1612 23.3477
H -5.9449 5.8089 21.4684
H -4.2804 13.1549 14.1566
H -4.8776 11.5016 14.1863
H -2.9253 8.3028 15.0783
H 4.5674 10.7295 15.7686
H -0.0478 10.9170 22.5597
H -0.0825 9.4687 21.4458
H -6.8485 7.2459 17.7489
H 2.1357 12.4263 16.5905
H -6.8036 9.8273 18.6793
H -4.2785 14.7740 19.9294
H -4.4111 11.4442 21.9181
H -4.8098 7.2304 23.2140
H -5.3376 6.0665 19.1171
H -7.3456 11.0797 19.8693
H 1.8766 11.3465 19.7959
H -0.5036 12.2722 19.8882
H -3.2344 12.6826 22.4732
H -3.1407 8.9078 22.5437
H 0.8754 8.7983 16.6841
H -1.5072 13.1963 20.9542
*
```

## Properties
E ... -6117.28295 a.u.
HOMO energy (alpha / beta) ... -4.32 / -4.30 eV
Energy above the lowest of the compared OMol25 structures with the same formula, charge and spin ... 0.00 kcal/mol



No. 3
A molecular structure, C39H45FN9O3PPt at a distorted geometry. Source: the Open Molecules 2025 dataset; level of theory: wB97M-V/def2-TZVPD.

```
! RIJCOSX wB97M-V def2-TZVPD def2/J DEFGRID3
* xyz 2 1
Pt 1.2104 0.5237 1.8849
P -1.0660 -0.7059 4.4141
F -1.2478 -4.6852 -2.3986
O 2.0379 1.7811 -0.0946
O 0.7851 -0.6972 -0.1307
O 0.3698 3.1341 -0.7713
N 0.8972 1.3150 4.1673
N -0.6544 1.7862 5.6607
N -0.0313 0.4421 -4.0254
N -1.6994 -3.9167 -5.1516
N -2.8599 -0.6689 2.2498
N -4.1091 -5.4395 -5.3145
N 0.8286 -2.7435 4.5867
N -1.0265 0.4824 1.8455
N 1.3361 -1.3033 3.0000
C 0.3919 1.3493 -3.1140
C -1.6612 -0.2737 2.7442
C 3.6072 4.3364 1.5745
C 3.4800 7.1243 1.8226
C -1.8847 1.7395 6.4004
C -0.7837 -1.7763 -4.5356
C 1.9455 -3.2022 3.9596
C -1.1364 -3.0864 -4.1651
C -1.6520 -5.3515 -5.0914
C -0.8850 -3.4435 -2.8452
C 0.9976 2.1060 -0.8818
C -1.7768 0.9599 -5.7677
C -0.9555 2.1991 -5.6038
C 4.4002 5.1595 0.7851
C 1.2438 2.4520 4.8123
C 0.0068 -1.2563 -2.2972
C -2.8301 -3.4498 -5.9093
C -2.9817 -0.1303 1.0055
C 4.5463 2.3105 0.3278
C -0.2586 0.9231 4.6955
C -1.8390 0.5787 0.7661
C 0.4740 -1.5730 3.9911
C 0.2850 2.7628 5.7355
C 2.1888 2.4090 1.1426
C 3.6330 2.8145 1.4522
C -0.3315 0.8593 -5.3616
C -4.1398 -3.9536 -5.2828
C -0.2634 -0.8615 -3.6308
C 2.2507 -2.3038 2.9764
C 4.3438 6.5367 0.9154
C -0.2997 -2.5804 -1.9386
C 0.1577 -3.3454 5.7021
C 0.6828 1.0169 -1.8214
C -2.9486 -5.9626 -4.5385
C 4.1274 2.1630 2.7628
C 2.7389 4.9416 2.4848
C 2.6768 6.3164 2.6111
C -3.8327 -1.4369 2.9682
C 0.5458 -0.3263 -1.3252
H 5.5813 2.5665 0.5359
H -5.0115 -3.5920 -5.8291
H 0.0791 -2.6345 6.5276
H 5.0762 4.7343 0.0644
H 2.4332 -4.1096 4.2533
H 5.2132 2.0909 2.7622
H 0.3817 0.4855 -6.0895
H -2.0572 0.6378 -6.7564
H -2.7338 1.8984 5.7345
H 0.5056 2.3645 -3.4549
H 4.4650 1.2272 0.2642
H -4.5844 -0.7814 3.4110
H 4.2725 2.7321 -0.6358
H -2.8449 -2.3624 -5.9405
H 4.9823 7.1532 0.3031
H -3.8480 -0.2861 0.3968
H 2.0801 4.3387 3.0918
H -0.1067 -2.9101 -0.9326
H 1.9905 6.7595 3.3180
H -4.0037 -5.7338 -6.2956
H -2.9173 -7.0481 -4.6218
H -1.5778 1.1628 -0.0921
H -2.7620 -3.8237 -6.9394
H -0.8138 -5.6690 -4.4740
H -0.6510 2.7430 -6.4824
H -4.2026 -3.6299 -4.2417
H -2.0016 0.7755 6.8979
H -1.1753 2.8312 -4.7586
H 0.7159 -4.2151 6.0418
H 3.4256 8.1985 1.9119
H -0.9242 -1.4862 -5.5617
H -3.0779 -5.6905 -3.4912
H -2.5174 0.7533 -5.0101
H 3.0558 -2.3310 2.2665
H -0.8481 -3.6604 5.4128
H -4.9848 -5.8352 -4.9530
H -4.3211 -2.1484 2.3060
H -1.8781 2.5231 7.1547
H 1.4386 3.2025 1.2678
H 2.1617 2.9636 4.6162
H -3.3311 -1.9834 3.7672
H 3.7065 1.1529 2.8553
H 0.2182 3.5773 6.4263
H -1.4829 -5.7331 -6.1072
H 3.8402 2.7422 3.6320
*
```

## Properties
E ... -2791.63342 a.u.
HOMO energy (alpha / beta) ... -10.70 / -10.67 eV
Energy above the lowest of the compared OMol25 structures with the same formula, charge and spin ... 59.92 kcal/mol



No. 4
A molecular structure, C39H45IN2O2PSSeSn. Source: the Open Molecules 2025 dataset; level of theory: wB97M-V/def2-TZVPD.

```
! RIJCOSX wB97M-V def2-TZVPD def2/J DEFGRID3
* xyz 3 1
I 0.0114 -1.4378 -1.3957
Sn 0.4701 -0.0163 1.6991
Se -3.4512 -3.8231 -2.0174
S -2.7065 1.2832 1.3655
P 1.4702 1.5663 -0.2963
O 0.1537 1.7272 3.0001
O -1.6053 0.2099 1.1900
N 1.4569 1.5979 4.8917
N 0.4137 3.5786 4.2685
C 0.3760 3.1880 -2.3099
C 3.4546 1.5002 1.5969
C -4.3309 -5.8009 -3.8119
C 3.7024 -1.0565 -4.5281
C -3.0403 -7.8521 -2.3276
C 4.5789 2.0517 -2.7884
C 4.3146 1.9949 2.5651
C -3.8434 -8.1467 -3.4567
C 2.6189 1.1154 -1.6536
C 1.7783 -2.0749 -3.5876
C 2.5713 3.7090 1.2350
C -3.9980 -9.5522 -3.8836
C 2.8016 -2.0715 -4.5472
C 1.0481 4.3383 5.3487
C 3.4307 4.2016 2.2089
C -0.4071 4.3419 3.3419
C 0.4060 2.8644 -0.9573
C 4.2989 3.3492 2.8758
C 3.5862 2.0908 -1.8009
C 1.6737 -1.0845 -2.6452
C 2.5930 0.0034 -2.5659
C 0.6899 2.2866 4.0332
C -3.5315 -5.4857 -2.6096
C 2.1556 2.2467 6.0105
C -1.2182 4.9350 -1.8536
C -2.8528 -6.5794 -1.8894
C 1.7327 0.1895 4.6792
C -3.3273 1.5365 -0.2877
C 3.6181 -0.0217 -3.5678
C 2.5751 2.3535 0.9260
C -1.2011 4.6053 -0.5020
C -0.4099 3.5574 -0.0607
C 1.3610 3.4285 6.5120
C -5.0300 -4.7557 -4.6128
C 4.5908 1.0032 -3.6493
C -1.9497 -6.3240 -0.7284
C -4.4618 -7.1091 -4.1768
C -4.0693 0.3507 2.0338
C -0.4439 4.2178 -2.7530
H 1.9224 4.3915 0.7010
H -1.8009 5.1670 0.2016
H -1.9662 -7.1733 -0.0487
H -4.9402 1.0044 2.0684
H 2.2133 -0.2034 5.5711
H -1.2080 3.7241 2.9467
H 1.9547 4.8197 4.9683
H 0.9963 2.6551 -3.0190
H 2.8554 -2.8619 -5.2819
H 2.2709 1.5041 6.7974
H 1.0578 -2.8798 -3.6030
H 4.5045 -1.0132 -5.2527
H 0.8103 -0.3764 4.5320
H 3.1551 2.5500 5.6847
H -0.4628 4.4697 -3.8041
H -4.9207 -4.9760 -5.6741
H 5.3406 0.9318 -4.4261
H -2.6661 2.2256 -0.8096
H -0.9242 -6.2115 -1.0896
H 3.5129 0.4480 1.3260
H 2.4131 0.0235 3.8399
H -3.8033 0.0466 3.0434
H -1.8341 5.7523 -2.2028
H -4.2518 -0.5123 1.3972
H -3.3622 0.5746 -0.7967
H -4.7586 -9.6800 -4.6482
H -0.3968 3.2853 0.9880
H -3.0376 -9.8991 -4.2834
H 0.1892 4.7482 2.5225
H 5.3149 2.8405 -2.8470
H 3.6010 2.9342 -1.1263
H 1.9306 3.9684 7.2667
H -2.2091 -5.4208 -0.1847
H 0.3567 5.1238 5.6483
H 3.4411 5.2622 2.4246
H -5.0571 -7.3641 -5.0442
H -2.5674 -8.6752 -1.8067
H -6.0997 -4.7883 -4.3902
H -4.2112 -10.1929 -3.0257
H -4.6757 -3.7507 -4.4156
H -0.8502 5.1714 3.8885
H 5.0132 1.3307 3.0571
H -4.3241 1.9679 -0.2006
H 4.9846 3.7435 3.6139
H 0.4351 3.0842 6.9760
*
```

## Properties
E ... -5425.23976 a.u.
HOMO energy (alpha / beta) ... -14.62 / -14.62 eV
Energy above the lowest of the compared OMol25 structures with the same formula, charge and spin ... 15.84 kcal/mol



No. 5
A molecular structure, C39H45IrN4O3PS at a distorted geometry. Source: the Open Molecules 2025 dataset; level of theory: wB97M-V/def2-TZVPD.

```
! RIJCOSX wB97M-V def2-TZVPD def2/J DEFGRID3
* xyz 2 2
Ir -0.1898 0.7533 -0.8765
S 1.7547 -1.9306 1.8020
P -1.3761 3.6185 1.2698
O 0.8976 -1.8778 -1.2326
O 1.0650 -0.6635 -0.5632
O -1.4307 2.2827 -1.1320
N -1.9706 -0.1447 1.4925
N -0.0324 1.0813 1.1775
N -0.3354 0.2697 -2.7885
N 0.1778 -0.8331 -3.2426
C 5.1237 -4.6297 -0.5540
C 0.7820 -1.7971 -2.5959
C 1.5476 1.3590 2.9479
C -1.7777 2.1431 -3.5230
C 2.3263 -5.0710 -4.7677
C -1.1554 5.1960 3.6909
C 3.5463 -2.2401 1.9145
C -0.9751 1.0217 -3.7385
C 4.1656 -2.0286 -0.4912
C 4.5427 -4.1398 0.6034
C -0.8315 3.8530 3.0369
C -0.8015 0.3227 1.9836
C -0.6270 -3.4800 3.3683
C -3.3184 3.7776 -4.5049
C 1.1451 -2.9811 -4.7175
C 1.6439 -4.0499 -5.4239
C 2.0192 -3.9452 -2.6686
C -2.0241 2.7293 -2.2168
C -0.3643 -3.5591 2.0031
C -4.0600 4.0651 2.2216
C 0.7431 0.5936 3.7981
C -1.4227 -3.5803 1.1038
C -3.5526 4.3333 -3.2454
C -3.1568 3.1301 1.4241
C -1.0782 5.2815 0.4905
C -2.9077 3.8145 -2.1355
C 1.0549 -3.5976 1.5294
C 2.5092 -5.0100 -3.3895
C 4.7520 -2.5200 -1.6419
C 1.3181 -2.9130 -3.3198
C 5.2410 -3.8178 -1.6733
C 4.0899 -2.8254 0.6498
C -2.9839 -3.4676 2.9279
C -2.7289 -3.5426 1.5655
C -0.4298 0.0700 3.3151
C -0.2197 5.2349 -0.7742
C -1.9300 -3.4402 3.8302
C -2.4404 2.7263 -4.6372
C 1.1229 1.5694 1.6596
H -2.1225 -3.4073 4.8920
H 5.6988 -4.1992 -2.5733
H -4.2241 5.1701 -3.1359
H 4.4732 -4.7728 1.4763
H 0.1938 -3.4720 4.0698
H -3.0761 4.2696 -1.1723
H -5.0897 3.7386 2.0861
H -0.8655 0.6409 -4.7466
H 0.5155 4.4345 -0.7188
H -1.2841 3.0423 3.6104
H -3.8419 4.0261 3.2853
H 1.0460 0.4115 4.8165
H 3.7726 -1.0223 -0.4634
H -1.2243 -3.6494 0.0444
H 1.6570 -4.3028 2.1025
H -2.2427 2.3061 -5.6118
H 3.7259 -2.8879 2.7721
H 3.9692 -1.2530 2.1110
H 2.4753 1.7805 3.2950
H 2.1924 -3.8801 -1.6055
H 0.6209 -2.1745 -5.2051
H 1.1166 -3.8323 0.4665
H 3.0517 -5.7933 -2.8853
H 5.4964 -5.6416 -0.5800
H 0.2472 3.6973 3.0680
H -1.0711 -0.5433 3.9266
H -3.9955 5.0959 1.8802
H 1.7064 2.1640 0.9704
H 0.3135 6.1753 -0.8844
H -2.0401 5.7592 0.2894
H -3.1331 2.1475 1.9043
H -3.5438 2.9889 0.4163
H 1.5088 -4.0956 -6.4929
H -2.1782 5.5111 3.5147
H 4.8350 -1.8911 -2.5145
H -2.1496 -0.0245 0.5007
H -0.4878 5.9867 3.3600
H -3.8176 4.1807 -5.3723
H -0.5584 5.8558 1.2604
H -1.0194 5.0877 4.7658
H -4.0012 -3.4523 3.2890
H 2.7215 -5.9017 -5.3297
H -3.5492 -3.5947 0.8648
H -0.8260 5.0785 -1.6622
H -2.4412 -0.8990 1.9668
*
```

## Properties
E ... -2801.04963 a.u.
HOMO energy (alpha / beta) ... -12.35 / -12.35 eV